1.
Below is a cluster of 2 separate species, HI5Si2 in total, with properties calculated with ωB97M-V with the def2-TZVPD basis set.

Structure (ORCA input):
```
! wB97M-V def2-TZVPD RIJCOSX def2/J DEFGRID3
* xyz 0 1
Si -1.71566 0.27503 -0.09209
Si 1.34824 -0.54994 0.00067
I -1.49699 1.04117 2.22432
I -1.64024 2.13858 -1.80107
I 2.49970 1.56380 -0.37153
I 1.86792 -1.34541 2.30687
I 1.63930 -2.23851 -1.76981
H -2.50227 -0.88473 -0.49736
*
```

LUMO level   -1.49 eV
Kohn-Sham gap   6.547 eV

=====

2.
Below is a cluster of 2 separate species, HI5Si2 in total, with properties calculated with ωB97M-V with the def2-TZVPD basis set.

Structure (ORCA input):
```
! wB97M-V def2-TZVPD RIJCOSX def2/J DEFGRID3
* xyz 0 1
Si 0.98392 -0.54466 2.58000
Si 6.30251 0.44578 -0.09037
I 2.38953 -2.34721 1.33944
I 5.80165 -1.63935 -1.25404
I 5.44237 2.33567 -1.37245
I 5.25793 0.72643 2.20854
I 8.72033 0.78192 -0.02498
H 0.53862 -0.22102 1.21911
*
```

LUMO level   -1.53 eV
Kohn-Sham gap   7.435 eV

=====

3.
Below is a cluster of 2 separate species, HI5Si2 in total, with properties calculated with ωB97M-V with the def2-TZVPD basis set.

Structure (ORCA input):
```
! wB97M-V def2-TZVPD RIJCOSX def2/J DEFGRID3
* xyz 0 1
Si 1.33354 0.18761 -0.19799
Si 1.54632 1.18877 -2.31539
I 2.53779 -1.94903 0.17198
I 2.52638 3.32440 2.69099
I 2.79805 -0.28483 -3.91371
I -0.74533 1.46648 -3.37940
I 2.84146 3.38117 -2.20853
H 1.86008 1.06269 0.74300
*
```

LUMO level (spin up / spin down)   -2.40 / -3.41 eV
Kohn-Sham gap (spin up / spin down)   7.296 / 5.124 eV

=====

Best to worst by energy: 1, 2, 3.

=====

1.
Below is a cluster of 2 separate species, C4H10O2S in total, with properties calculated with ωB97M-V with the def2-TZVPD basis set.

Structure (ORCA input):
```
! wB97M-V def2-TZVPD RIJCOSX def2/J DEFGRID3
* xyz 0 1
O 0.49347 3.62940 -1.88113
C 0.63777 2.54621 -1.36493
C -0.58097 1.77663 -0.94595
C -0.30627 0.58350 -0.01842
C 0.29390 1.08977 1.30316
S 1.05150 -0.03750 2.49588
H 1.67174 2.08985 -1.45124
H -1.08195 1.55158 -1.88820
H -1.38004 2.41419 -0.57056
H -1.21799 0.01405 0.13239
H 0.46068 -0.02717 -0.49083
H -0.43163 1.70538 1.86157
H 1.02456 1.91128 1.22166
H 0.09107 -0.99661 2.52673
O -0.56178 -6.08135 -0.29562
H -0.10282 -6.90923 -0.36907
H -0.06125 -5.26000 -0.26544
*
```

LUMO level   0.51 eV
Kohn-Sham gap   9.804 eV

=====

2.
Below is an isolated molecule of C4H10O2S, with properties calculated with ωB97M-V with the def2-TZVPD basis set.

Structure (ORCA input):
```
! wB97M-V def2-TZVPD RIJCOSX def2/J DEFGRID3
* xyz 0 1
C 0.56509 -1.11523 -0.66970
C -0.19071 -0.10884 0.04627
C -1.48827 0.44632 -0.57228
C 0.61372 1.09572 0.56156
S -0.52238 -0.92637 1.72916
O -1.16076 -0.20075 2.73518
O -1.06558 -2.58775 1.50520
H 1.40008 -1.58568 -0.04127
H -0.03605 -1.88493 -1.03505
H 1.10312 -0.89310 -1.53580
H -2.40993 0.32143 0.02354
H -1.61778 0.03351 -1.53347
H -1.42695 1.63538 -0.76672
H 1.49200 0.64139 1.22512
H 0.84111 1.87491 -0.32758
H 0.01713 1.61355 1.29066
H 0.91853 -0.87378 2.10450
*
```

LUMO level   0.35 eV
Kohn-Sham gap   10.314 eV

=====

Best to worst by energy: 1, 2.

=====

1.
Below is a cluster of 2 separate species, C6H10 in total, with properties calculated with ωB97M-V with the def2-TZVPD basis set.

Structure (ORCA input):
```
! wB97M-V def2-TZVPD RIJCOSX def2/J DEFGRID3
* xyz -1 2
C -1.73733 0.55680 0.10268
C -1.65068 -0.55135 -0.86934
C -0.55590 -0.53752 0.12410
C 0.75628 0.05649 -0.35646
C 1.81490 0.04599 0.74436
C 3.15016 0.23702 0.63560
H -3.42792 0.73445 -0.89305
H -2.33690 0.46036 1.00363
H -1.39536 1.54563 -0.09507
H -2.25380 -1.35066 -0.94423
H -1.30392 -0.44302 -2.03061
H -0.71895 -1.40268 0.80852
H 0.99209 -0.06776 -1.41743
H 1.35068 -0.17666 1.72506
H 3.80281 0.46641 -0.21913
H 3.51385 0.42650 1.68135
*
```

LUMO level (spin up / spin down)   4.54 / 3.48 eV
Kohn-Sham gap (spin up / spin down)   5.881 / 4.573 eV

=====

2.
Below is the ion C6H10 with charge -1, with properties calculated with ωB97M-V with the def2-TZVPD basis set.

Structure (ORCA input):
```
! wB97M-V def2-TZVPD RIJCOSX def2/J DEFGRID3
* xyz -1 2
C -1.95568 -0.44722 1.21207
C -1.86578 0.12970 -0.21561
C 3.03969 -0.28990 -0.36555
C 1.98233 0.53308 -0.63718
C 0.66518 0.36790 -0.08286
C -0.47032 0.06077 -0.79989
H -1.34919 -1.35334 1.26051
H -2.98873 -0.66446 1.50466
H -1.56192 0.31043 1.88585
H -2.21182 1.18396 -0.17845
H -2.58094 -0.40751 -0.84301
H 4.03876 -0.07701 -0.74107
H 2.98025 -1.10858 0.33768
H 2.18493 1.25752 -1.43891
H 0.55894 0.53490 0.98540
H -0.46570 -0.03024 -1.88363
*
```

LUMO level (spin up / spin down)   4.40 / 4.21 eV
Kohn-Sham gap (spin up / spin down)   3.582 / 7.435 eV

=====

Best to worst by energy: 2, 1.